DFT (ωB97M-V with the def2-TZVPD basis set) results for 3 unconnected molecules or ions with the total composition C38H58F2N2O14P2S3.

E_LUMO: -0.006 Ha
Structure (SMILES): C#CCCCc1c(CCCF)c(CCC(N)=O)c(CCCS(=O)(=O)O)c2c1Sc1c(cc([C@H](F)CC)c(COC(C)=O)c1S)N2.COP(=O)(OC)OC.COP(=O)(OC)OC
HOMO-LUMO gap: 8.084 eV
Spin multiplicity: 1
Largest force on an atom: 0.119 Eh/bohr

Each line ends with the Mulliken charge.
Cartesian coordinates (Å):
C  0.85  -8.00  -1.07  -0.053
C  1.38  -6.93  -1.18  -0.581
C  2.18  -5.70  -1.33  -0.678
C  1.28  -4.46  -1.19  -0.055
C  0.57  -4.16  -2.51  -2.336
C  -0.23  -2.89  -2.37  0.103
C  -1.55  -2.87  -1.89  1.193
C  -2.16  -4.20  -1.48  -2.185
C  -3.03  -4.87  -2.57  -0.617
C  -4.40  -5.22  -1.97  -0.466
F  -5.04  -6.22  -2.66  -0.338
C  -2.22  -1.65  -1.77  1.090
C  -3.63  -1.65  -1.21  -0.980
C  -3.76  -0.99  0.19  -0.457
C  -2.56  -1.29  1.06  0.210
N  -1.50  -0.40  1.17  -0.376
O  -2.51  -2.35  1.66  -0.586
C  -1.59  -0.44  -2.13  0.487
C  -2.33  0.89  -1.98  -1.286
C  -3.62  1.01  -2.83  -0.761
C  -3.87  2.46  -3.32  -1.107
S  -4.91  3.33  -2.17  1.308
O  -5.08  4.69  -2.59  -0.652
O  -6.18  2.67  -2.09  -0.636
O  -4.20  3.34  -0.75  -0.473
C  -0.27  -0.46  -2.59  0.199
C  0.38  -1.68  -2.70  0.833
S  2.07  -1.62  -3.28  -0.512
C  2.59  -0.21  -2.34  0.506
C  1.68  0.83  -2.29  -0.413
C  2.00  1.96  -1.56  -0.564
C  3.19  2.08  -0.86  -0.075
C  3.41  3.34  -0.05  0.352
F  4.19  3.10  1.09  -0.300
C  2.12  3.96  0.49  -0.831
C  1.29  3.01  1.36  -0.908
C  4.12  1.03  -0.95  0.904
C  5.46  1.10  -0.26  -0.685
O  6.10  2.35  -0.60  -0.305
C  7.15  2.64  0.23  0.634
C  6.94  2.93  1.70  -0.836
O  8.25  2.67  -0.24  -0.575
C  3.82  -0.13  -1.69  -0.465
S  4.90  -1.54  -1.82  -0.295
N  0.43  0.72  -2.96  -0.466
H  0.35  -8.93  -1.13  0.469
H  2.94  -5.73  -0.54  0.290
H  2.69  -5.68  -2.29  0.417
H  1.90  -3.61  -0.89  0.233
H  0.56  -4.59  -0.38  0.499
H  -0.08  -4.99  -2.76  0.370
H  1.33  -4.09  -3.29  0.739
H  -1.36  -4.88  -1.20  0.611
H  -2.71  -4.03  -0.55  0.655
H  -3.13  -4.28  -3.48  0.381
H  -2.58  -5.84  -2.78  0.443
H  -4.24  -5.52  -0.93  0.366
H  -5.00  -4.30  -1.92  0.232
H  -3.97  -2.67  -1.06  -0.246
H  -4.33  -1.22  -1.92  0.715
H  -4.59  -1.50  0.68  0.686
H  -4.04  0.06  0.14  -0.189
H  -0.62  -0.91  1.24  0.293
H  -1.42  0.22  0.37  0.072
H  -2.60  1.01  -0.93  0.215
H  -1.71  1.75  -2.23  0.536
H  -3.61  0.35  -3.70  0.602
H  -4.46  0.78  -2.18  0.167
H  -4.47  2.45  -4.23  0.394
H  -2.95  3.02  -3.47  0.403
H  -4.57  2.63  -0.21  0.334
H  1.26  2.76  -1.55  0.330
H  3.94  4.08  -0.65  0.308
H  1.52  4.39  -0.31  0.463
H  2.42  4.80  1.12  0.440
H  0.93  2.13  0.83  0.120
H  0.40  3.55  1.69  0.388
H  1.82  2.68  2.25  0.285
H  6.14  0.31  -0.56  0.476
H  5.30  0.99  0.82  0.196
H  7.91  2.94  2.20  0.340
H  6.50  3.91  1.84  0.236
H  6.34  2.17  2.19  0.284
H  6.01  -0.98  -2.32  0.216
H  -0.08  1.55  -2.70  0.268
C  -4.37  10.10  2.91  -0.728
O  -3.91  9.54  1.67  -0.267
P  -3.86  7.90  1.60  0.948
O  -2.86  7.51  2.62  -0.681
O  -3.26  7.90  0.09  -0.275
C  -3.12  9.04  -0.75  -0.661
O  -4.71  6.55  1.38  -0.334
C  -5.37  6.27  0.12  -0.469
H  -4.42  11.18  2.78  0.231
H  -5.36  9.73  3.17  0.310
H  -3.67  9.87  3.72  0.319
H  -2.20  9.58  -0.50  0.266
H  -3.97  9.71  -0.68  0.298
H  -3.04  8.69  -1.78  0.269
H  -4.64  5.90  -0.59  0.159
H  -5.87  7.14  -0.28  0.321
H  -6.10  5.48  0.30  0.298
C  1.09  -5.86  5.30  -0.704
O  2.44  -6.28  5.05  -0.267
P  3.15  -5.68  3.70  0.926
O  2.34  -6.21  2.59  -0.577
O  4.51  -6.53  3.98  -0.354
C  4.81  -7.26  5.16  -0.631
O  3.98  -4.47  2.99  -0.260
C  5.27  -4.06  3.47  -0.540
H  0.78  -6.28  6.26  0.239
H  1.02  -4.77  5.36  0.312
H  0.42  -6.23  4.52  0.291
H  4.33  -8.24  5.13  0.240
H  4.50  -6.73  6.06  0.289
H  5.89  -7.40  5.20  0.284
H  6.03  -4.75  3.12  0.241
H  5.30  -3.99  4.55  0.295
H  5.48  -3.08  3.04  0.211



DFT (ωB97M-V with the def2-TZVPD basis set) results for a molecular structure, C38H60GeN6O3RhS.

E_LUMO: 0.097 Ha
HOMO-LUMO gap: 6.861 eV
Net charge: -1
Spin multiplicity: 1
Largest force on an atom: 0.020 Eh/bohr

Each line ends with the Mulliken charge.
Cartesian coordinates (Å):
Rh  -0.24  -1.00  -0.06  -0.022
C  3.84  0.77  -7.66  -1.598
C  2.71  0.70  -6.67  1.359
C  1.40  0.78  -7.11  -0.923
C  0.35  0.67  -6.22  -1.126
C  0.60  0.54  -4.86  -0.313
C  1.92  0.47  -4.39  -0.868
N  2.14  0.32  -3.02  1.654
C  2.95  1.18  -2.28  0.669
C  3.34  2.42  -2.80  -0.538
C  4.11  3.30  -2.05  -0.752
C  4.52  2.96  -0.77  -0.909
C  4.13  1.73  -0.25  -0.692
C  3.35  0.84  -0.98  0.323
C  2.95  -0.46  -0.31  0.195
O  3.65  -0.87  0.63  -0.867
O  1.90  -1.02  -0.75  -0.793
C  2.98  0.51  -5.31  1.520
C  4.40  0.27  -4.85  -2.005
H  3.47  1.07  -8.64  0.395
H  4.34  -0.19  -7.77  0.327
H  4.61  1.49  -7.35  0.309
H  1.20  0.92  -8.17  0.329
H  -0.68  0.72  -6.57  0.466
H  -0.20  0.46  -4.15  0.245
H  1.52  -0.26  -2.46  -0.523
H  3.01  2.70  -3.79  0.485
H  4.39  4.25  -2.48  0.372
H  5.12  3.64  -0.18  0.414
H  4.44  1.42  0.74  0.545
H  4.97  1.20  -4.78  0.347
H  4.92  -0.39  -5.55  0.626
H  4.42  -0.20  -3.87  0.331
C  -3.70  2.46  2.40  -0.680
N  -2.45  2.61  3.12  0.030
C  -2.65  2.45  4.54  -0.862
C  -1.46  1.63  2.66  0.516
C  -1.04  1.80  1.23  -0.882
C  -0.21  2.84  0.92  -0.130
C  0.25  3.07  -0.39  -0.936
C  -0.15  2.23  -1.39  -0.371
C  -1.00  1.14  -1.10  1.311
C  -1.49  0.90  0.21  -0.995
H  -4.41  3.22  2.72  0.418
H  -4.16  1.47  2.56  0.165
H  -3.52  2.58  1.33  0.168
H  -3.40  3.16  4.89  0.392
H  -1.72  2.64  5.08  0.274
H  -3.00  1.44  4.81  0.151
H  -1.81  0.61  2.86  -0.213
H  -0.57  1.78  3.28  -0.709
H  0.12  3.49  1.72  0.457
H  0.93  3.89  -0.59  0.355
H  0.19  2.39  -2.40  0.309
H  -1.36  0.53  -1.91  -0.368
C  1.72  1.86  4.51  -1.595
C  2.45  1.24  3.32  0.786
C  2.95  -0.17  3.62  -1.222
C  1.83  -1.20  3.65  -0.451
N  1.42  -1.58  2.31  0.077
C  0.14  -1.89  1.90  0.509
S  -0.12  -3.15  0.71  -0.577
N  -0.85  -1.76  2.92  1.015
C  -0.79  -2.86  3.90  -0.874
C  -1.58  -2.53  5.17  -0.681
C  -3.07  -2.85  5.12  -0.779
C  -3.85  -2.10  4.04  -0.320
H  1.43  2.89  4.32  0.382
H  2.35  1.85  5.40  0.482
H  0.81  1.30  4.76  0.185
H  3.30  1.89  3.07  0.416
H  1.81  1.21  2.43  -0.466
H  3.47  -0.17  4.58  0.545
H  3.67  -0.47  2.85  0.333
H  0.96  -0.81  4.19  0.331
H  2.18  -2.08  4.20  0.116
H  2.15  -1.59  1.61  0.345
H  -1.73  -1.82  2.44  -0.812
H  0.25  -3.02  4.16  0.614
H  -1.15  -3.79  3.45  0.482
H  -1.44  -1.47  5.39  0.118
H  -1.14  -3.09  6.00  0.351
H  -3.51  -2.63  6.10  0.379
H  -3.20  -3.93  4.97  0.333
H  -3.61  -1.04  4.06  -0.054
H  -4.93  -2.21  4.18  0.474
H  -3.61  -2.48  3.05  -0.107
N  -0.56  -3.78  -2.44  -0.448
C  0.19  -2.72  -2.87  0.455
N  1.32  -3.04  -3.58  -0.484
O  -0.17  -1.56  -2.71  -0.054
H  -0.08  -4.64  -2.26  0.287
H  -1.18  -3.51  -1.69  0.002
H  1.77  -3.91  -3.38  0.262
H  1.96  -2.26  -3.71  0.163
C  -4.51  -2.49  0.17  -1.376
Ge  -3.70  -0.91  -0.66  0.559
C  -3.41  -1.35  -2.55  -1.280
C  -5.07  0.52  -0.67  -1.349
C  -2.17  -0.39  0.43  1.510
H  -5.30  -2.90  -0.46  0.465
H  -4.96  -2.23  1.14  0.311
H  -3.75  -3.26  0.34  0.346
H  -4.39  -1.58  -2.98  0.521
H  -2.75  -2.20  -2.69  0.254
H  -2.99  -0.50  -3.09  0.303
H  -6.07  0.09  -0.68  0.443
H  -4.95  1.14  -1.57  0.356
H  -4.98  1.16  0.20  0.264
H  -2.51  -0.49  1.46  -0.225